Entry from the OMol25 dataset: 3 unconnected molecules or ions with the total composition C25H36N2O4 (wB97M-V/def2-TZVPD).

ORCA input file:
```
! wB97M-V def2-TZVPD RIJCOSX def2/J DEFGRID3
* xyz 0 1
C 1.31 -2.44 3.64
C 0.43 -2.48 2.39
C 1.11 -1.81 1.17
C 1.62 -2.80 0.08
C 0.30 -0.69 0.53
C 0.98 0.50 0.25
C 0.31 1.55 -0.32
C -1.04 1.45 -0.65
C -1.73 0.28 -0.41
C -1.07 -0.79 0.19
C -1.88 -2.01 0.45
C -1.64 -3.23 -0.18
C -2.47 -4.31 0.12
C -3.51 -4.12 1.03
N -3.77 -2.96 1.62
C -2.97 -1.94 1.33
C -1.47 2.74 -1.25
O -2.43 2.97 -1.93
N -0.42 3.71 -0.98
C 0.76 2.94 -0.64
O 1.88 3.36 -0.69
H 1.72 -1.43 3.76
H 2.15 -3.14 3.56
H 0.74 -2.66 4.54
H -0.53 -2.01 2.61
H 0.21 -3.52 2.13
H 2.01 -1.32 1.56
H 1.22 -2.55 -0.90
H 1.37 -3.83 0.35
H 2.70 -2.74 -0.01
H 2.03 0.61 0.51
H -2.78 0.20 -0.68
H -0.83 -3.36 -0.88
H -2.33 -5.27 -0.34
H -4.17 -4.95 1.27
H -3.18 -0.99 1.81
H -0.65 4.32 -0.20
C 5.19 -4.44 -3.13
C 3.92 -3.68 -2.82
O 4.13 -2.34 -2.40
C 4.77 -1.49 -3.34
C 4.03 -1.33 -4.65
H 5.87 -4.43 -2.27
H 4.95 -5.48 -3.37
H 5.73 -4.02 -3.98
H 3.41 -4.15 -1.97
H 3.23 -3.72 -3.67
H 5.80 -1.83 -3.52
H 4.84 -0.52 -2.83
H 3.96 -2.27 -5.20
H 4.55 -0.61 -5.28
H 3.02 -0.96 -4.47
C -3.49 5.50 0.01
C -3.63 4.53 1.16
O -2.64 4.67 2.16
C -2.59 5.92 2.82
C -3.87 6.29 3.54
H -2.50 5.42 -0.44
H -4.22 5.29 -0.76
H -3.63 6.54 0.32
H -3.51 3.51 0.79
H -4.64 4.59 1.59
H -2.30 6.71 2.11
H -1.77 5.83 3.54
H -4.71 6.42 2.86
H -3.73 7.24 4.08
H -4.14 5.52 4.27
*
```

SMILES = CC[C@@H](C)c1cc2c(cc1-c1cccnc1)C(=O)NC2=O.CCOCC.CCOCC
HOMO = -9.39 eV
Gap between HOMO and LUMO = 9.1484 eV
LUMO level = -0.0087 Ha

Here is what natural (NBO) gives for the atomic charges, in e: -0.6017, -0.3913, -0.2775, -0.6105, 0.1401, -0.1890, -0.1517, -0.0812, -0.1717, -0.0680, -0.0908, -0.1651, -0.2510, 0.0315, -0.4052, 0.0403, 0.6691, -0.5100, -0.7033, 0.6786, -0.5067, 0.2008, 0.2040, 0.2136, 0.2078, 0.2032, 0.2122, 0.2103, 0.2066, 0.2299, 0.2312, 0.2347, 0.2253, 0.2215, 0.1952, 0.1970, 0.4149, -0.6445, -0.0634, -0.5398, -0.0640, -0.6447, 0.2126, 0.2159, 0.2046, 0.1839, 0.1595, 0.1592, 0.1906, 0.2021, 0.2183, 0.2131, -0.6417, -0.0677, -0.5440, -0.0644, -0.6447, 0.2036, 0.2284, 0.2026, 0.1855, 0.1640, 0.1599, 0.1877, 0.2045, 0.2168, 0.2130



Entry from the OMol25 dataset: a molecular structure, C44H55F4I2N4P2Si2Sn (wB97M-V/def2-TZVPD).

ORCA input file:
```
! wB97M-V def2-TZVPD RIJCOSX def2/J DEFGRID3
* xyz -1 1
Sn 0.49 -1.94 0.19
C -1.70 0.89 4.44
Si -1.32 2.16 3.08
C -2.91 3.16 2.83
C 0.00 3.34 3.78
N -0.70 1.41 1.71
P -1.06 1.19 0.20
C -0.16 -0.01 -0.64
P 1.02 0.15 -1.84
N 2.07 -1.02 -1.65
Si 3.40 -1.67 -2.49
C 4.62 -0.34 -3.05
C 2.94 -2.73 -3.98
C 4.35 -2.82 -1.34
C 1.87 1.77 -1.85
C 2.18 2.53 -2.97
C 2.90 3.70 -2.85
C 3.32 4.14 -1.61
C 3.00 3.41 -0.47
C 2.28 2.23 -0.59
C 0.26 -0.03 -3.52
C 1.02 -0.07 -4.69
C 0.43 -0.33 -5.91
C -0.94 -0.56 -5.99
C -1.70 -0.54 -4.84
C -1.10 -0.28 -3.61
C -2.86 0.79 0.09
C -3.47 0.24 1.21
C -4.82 -0.09 1.21
C -5.59 0.13 0.07
C -4.99 0.68 -1.06
C -3.64 1.01 -1.05
C -0.97 2.78 -0.73
C -0.78 3.95 -0.01
C -0.74 5.19 -0.65
C -0.91 5.27 -2.02
C -1.10 4.10 -2.75
C -1.13 2.87 -2.11
H -2.62 1.14 4.97
H -0.90 0.82 5.18
H -1.83 -0.11 4.01
H -2.93 4.02 3.51
H -3.79 2.55 3.04
H -3.01 3.54 1.81
H 0.57 2.87 4.59
H -0.44 4.26 4.19
H 0.70 3.62 3.00
H 4.22 0.34 -3.80
H 5.51 -0.82 -3.46
H 4.92 0.26 -2.19
H 2.00 -2.43 -4.44
H 2.82 -3.77 -3.66
H 3.72 -2.71 -4.74
H 5.00 -2.27 -0.66
H 4.96 -3.52 -1.91
H 3.64 -3.41 -0.74
H 1.83 2.22 -3.95
H 3.13 4.29 -3.74
H 3.88 5.07 -1.52
H 3.30 3.76 0.51
H 1.99 1.68 0.29
H 2.10 0.06 -4.64
H 1.04 -0.36 -6.81
H -1.40 -0.77 -6.95
H -2.76 -0.75 -4.88
H -1.69 -0.29 -2.70
H -2.87 0.04 2.09
H -5.26 -0.53 2.09
H -6.64 -0.12 0.06
H -5.58 0.87 -1.95
H -3.21 1.45 -1.93
H -0.62 3.90 1.06
H -0.58 6.08 -0.06
H -0.89 6.23 -2.52
H -1.21 4.15 -3.83
H -1.25 1.98 -2.71
C 3.90 -0.43 1.26
C 3.29 -1.60 2.02
N 1.85 -1.44 2.30
C 1.53 -0.18 2.98
C 2.18 0.03 4.34
C 1.40 -2.62 3.04
C -0.09 -2.62 3.38
N -0.90 -2.40 2.19
C -2.20 -2.72 2.27
C -2.97 -2.76 1.08
F -2.37 -2.39 -0.07
C -4.28 -3.15 1.02
F -4.90 -3.15 -0.18
C -4.99 -3.52 2.16
C -4.28 -3.45 3.34
F -4.91 -3.77 4.50
C -2.96 -3.08 3.41
F -2.42 -3.01 4.66
H 4.93 -0.66 1.01
H 3.90 0.49 1.85
H 3.36 -0.26 0.33
H 3.83 -1.76 2.96
H 3.40 -2.51 1.43
H 1.77 0.64 2.30
H 0.45 -0.14 3.07
H 1.87 -0.71 5.07
H 1.90 1.01 4.72
H 3.28 0.01 4.28
H 1.97 -2.74 3.98
H 1.62 -3.50 2.42
H -0.28 -1.89 4.17
H -0.28 -3.60 3.82
H -6.03 -3.82 2.12
I -0.71 -3.52 -2.65
C -0.57 -5.38 -1.65
I 1.39 -5.91 -1.01
H -0.89 -6.15 -2.34
H -1.20 -5.34 -0.77
*
```

HOMO = -4.14 eV
Gap between HOMO and LUMO = 6.1798 eV
LUMO level = 0.0749 Ha

These are the Mulliken partial charges, in e, on atoms 1 to 99: -0.8094, -0.7556, 1.0939, -1.3605, -1.4737, 0.8352, 0.6396, -0.3159, 0.5934, 1.0660, 0.3055, -1.1714, -1.0932, -0.9721, 1.6637, -0.8436, -0.7793, -0.9089, -0.7978, -0.1521, 1.1151, -0.6694, -0.9327, -0.9910, -0.9424, -0.6487, 0.9572, 0.2969, -0.8787, -0.9235, -0.9218, -0.5708, 0.7886, -0.5040, -0.9386, -0.7843, -1.2381, 0.0502, 0.3794, 0.3197, -0.2843, 0.4518, 0.2815, 0.2519, 0.2942, 0.4483, 0.2261, 0.3070, 0.4465, 0.2452, 0.2289, 0.2966, 0.3695, 0.3000, 0.4807, -0.0546, 0.3281, 0.4201, 0.3527, 0.4577, -0.1319, 0.4631, 0.4352, 0.3699, 0.5170, 0.9392, -0.5120, 0.5970, 0.3802, 0.4369, 0.3358, 0.0998, 0.4389, 0.3734, 0.4440, 0.1851, -1.1089, -0.8216, 1.3400, 1.4958, -1.8314, -1.9287, -0.6313, 0.9320, 0.3695, -0.6420, 0.0390, -0.0556, -0.3879, -0.7849, 0.2229, -0.3715, 0.4460, -0.4281, 0.5373, 0.2552, 0.2027, 0.3830, 0.4254



Entry from the OMol25 dataset: a molecular structure, C44H37NO6PS7W at a distorted geometry (wB97M-V/def2-TZVPD).

ORCA input file:
```
! wB97M-V def2-TZVPD RIJCOSX def2/J DEFGRID3
* xyz -1 3
W 0.61 -0.38 -0.19
O 0.31 -1.49 -3.17
S -1.02 -1.05 -2.86
O -1.71 -0.32 -3.88
O -1.08 -0.36 -1.51
C -2.07 -2.46 -2.48
C -2.97 -2.82 -3.47
C -3.90 -3.83 -3.24
C -3.94 -4.46 -2.01
C -3.03 -4.11 -1.02
C -2.09 -3.12 -1.24
S -0.81 -2.97 0.02
O 0.41 -2.78 -0.77
O -0.93 -4.15 0.82
O -0.96 -1.70 0.81
H -2.95 -2.29 -4.40
H -4.59 -4.11 -4.02
H -4.67 -5.24 -1.82
H -3.02 -4.63 -0.07
C -4.13 3.44 1.21
C -4.17 2.06 1.83
C -5.33 1.69 2.51
C -5.48 0.44 3.09
C -4.44 -0.48 3.01
C -3.28 -0.13 2.33
C -3.13 1.12 1.74
P -1.51 1.36 0.91
C -1.82 2.47 -0.51
C -0.95 3.53 -0.74
C -1.04 4.29 -1.89
C -2.02 4.00 -2.83
C -2.89 2.95 -2.60
C -2.82 2.17 -1.45
C -3.82 1.06 -1.27
C -0.57 2.34 2.10
C -1.13 3.12 3.11
C -0.34 3.81 4.00
C 1.05 3.72 3.89
C 1.61 2.93 2.91
C 0.81 2.21 2.00
C 1.50 1.34 0.98
H -4.77 4.11 1.78
H -4.48 3.42 0.18
H -3.12 3.86 1.19
H -6.14 2.41 2.58
H -6.39 0.20 3.61
H -4.54 -1.46 3.46
H -2.48 -0.85 2.24
H -0.16 3.74 -0.03
H -0.33 5.09 -2.07
H -2.09 4.58 -3.74
H -3.64 2.71 -3.34
H -4.14 0.70 -2.24
H -4.71 1.41 -0.73
H -3.41 0.22 -0.72
H -2.21 3.17 3.22
H -0.79 4.41 4.79
H 1.69 4.26 4.58
H 2.69 2.84 2.83
H 2.35 0.88 1.51
H 1.97 2.01 0.26
N 2.04 -1.21 0.59
C 2.93 -1.98 1.09
C 4.03 -2.52 0.25
C 3.75 -2.95 -1.04
C 4.78 -3.41 -1.86
C 6.08 -3.44 -1.38
C 6.36 -3.01 -0.09
C 5.34 -2.55 0.72
C 2.82 -2.34 2.53
C 3.40 -3.49 3.04
C 3.25 -3.83 4.38
C 2.52 -3.02 5.23
C 1.92 -1.86 4.72
C 2.07 -1.53 3.39
H 2.73 -2.92 -1.41
H 4.56 -3.72 -2.87
H 6.88 -3.79 -2.03
H 7.38 -3.02 0.28
H 5.56 -2.20 1.72
H 3.96 -4.15 2.38
H 3.70 -4.74 4.76
H 2.40 -3.28 6.27
H 1.33 -1.23 5.37
H 1.59 -0.64 3.00
C 2.87 4.14 -3.59
S 1.76 3.16 -4.65
C 2.47 1.57 -4.45
C 2.33 0.75 -3.37
S 1.53 1.25 -1.92
S 3.19 -0.76 -3.52
C 3.90 -0.53 -5.06
S 4.88 -1.65 -5.79
S 3.49 0.99 -5.74
H 2.50 5.16 -3.62
H 3.89 4.11 -3.97
H 2.83 3.77 -2.57
*
```

Expectation value of S² = 2.051
HOMO (alpha / beta) = -4.23 / -4.89 eV
Gap between HOMO and LUMO (alpha / beta) = 6.5690 / 6.6140 eV
LUMO level (alpha / beta) = 0.0858 / 0.0634 Ha

Here is what Mulliken gives for the atomic charges, in e: 1.5529, -0.3592, 1.5868, -0.7526, -0.6858, -0.2929, -0.7910, -0.6288, -0.6221, -0.6603, 0.4130, 1.2173, -0.3957, -0.7546, -0.8883, 0.5393, 0.3939, 0.3960, 0.5195, -1.6713, 1.4320, -0.8534, -0.7439, -0.8660, -1.5317, 1.0391, 1.6135, 0.9864, -0.7964, -0.5763, -0.9524, -0.6401, 0.8867, -1.7475, 0.5006, -0.9078, -0.8257, -0.7966, -0.8858, 1.0687, -2.7633, 0.5477, 0.3389, 0.2484, 0.4271, 0.3824, 0.4629, 0.2917, 0.3481, 0.4703, 0.3609, 0.4177, 0.5324, 0.3565, -0.0438, 0.2858, 0.4288, 0.3866, 0.5233, 0.4693, 1.1364, 0.3248, -0.2930, 0.2849, -0.8381, -0.7654, -0.4906, -0.8295, -0.1825, 0.8750, -0.4282, -0.8734, -0.4076, -0.8951, 0.0907, 1.0239, 0.4984, 0.3957, 0.3885, 0.5095, 0.4991, 0.3830, 0.3840, 0.4387, 0.3692, -0.6312, -0.0888, 0.1347, -0.6342, 0.0644, 0.3557, 0.0336, -0.3237, -0.2382, 0.3334, 0.3471, 0.0581



Entry from the OMol25 dataset: a molecular structure, C11H19Cl3OPd at a distorted geometry (wB97M-V/def2-TZVPD).

ORCA input file:
```
! wB97M-V def2-TZVPD RIJCOSX def2/J DEFGRID3
* xyz -2 5
C -0.67 0.85 -2.39
C -1.48 -0.32 -2.40
C -0.66 -1.44 -2.09
C -2.92 -0.38 -2.71
C 0.68 -0.98 -1.93
C 0.68 0.46 -2.06
C 1.86 1.29 -1.97
C -1.15 2.23 -2.56
C -1.13 -2.82 -1.87
C 1.82 -1.88 -1.64
Pd 0.23 0.11 1.44
Cl -2.14 -0.14 0.87
Cl 0.29 2.35 1.17
Cl 0.96 -2.08 1.54
H -3.40 0.60 -2.51
H -3.39 -1.19 -2.13
H -3.12 -0.61 -3.78
H -2.09 -2.82 -1.34
H -0.41 -3.33 -1.23
H -1.25 -3.39 -2.81
H 1.60 -2.57 -0.80
H 2.71 -1.31 -1.36
H 2.09 -2.51 -2.50
H 2.72 0.72 -1.64
H 1.93 2.35 -1.19
H 2.14 1.78 -2.90
H -2.11 2.37 -2.07
H -1.26 2.49 -3.62
H -0.44 2.91 -2.09
O 2.84 2.83 -0.78
H 2.65 3.36 -0.04
C 2.20 0.55 1.60
H 2.66 -0.45 1.50
H 2.18 0.96 2.64
H 2.44 1.13 0.75
*
```

Expectation value of S² = 6.033
HOMO (alpha / beta) = 2.13 / -0.94 eV
Gap between HOMO and LUMO (alpha / beta) = 3.3656 / 5.4980 eV
LUMO level (alpha / beta) = 0.2020 / 0.1674 Ha

Here is what natural (NBO) gives for the atomic charges, in e: 0.1312, -0.0224, -0.0282, -0.6378, 0.1394, -0.0734, -0.5290, -0.6704, -0.6511, -0.6938, 0.8401, -0.8372, -0.7486, -0.7960, 0.2137, 0.2279, 0.1834, 0.2327, 0.2363, 0.1844, 0.2796, 0.2259, 0.1924, 0.2091, 0.4241, 0.1937, 0.2309, 0.1965, 0.2471, -0.9618, 0.4690, -0.9608, 0.1790, 0.1754, 0.1984



Entry from the OMol25 dataset: CH4N2S3 in the gas phase at a distorted geometry (wB97M-V/def2-TZVPD).

ORCA input file:
```
! wB97M-V def2-TZVPD RIJCOSX def2/J DEFGRID3
* xyz 0 1
N -0.66 -1.20 0.65
N 0.37 -0.28 0.29
S 1.42 0.28 1.57
C -0.02 0.71 -0.78
S 0.82 2.03 -1.33
S -1.54 0.21 -1.48
H -1.08 -0.95 1.55
H -0.15 -1.98 0.90
H 2.34 -0.15 0.68
H -1.48 1.32 -2.06
*
```

SMILES = NN(S)C(=S)S
HOMO = -8.70 eV
Gap between HOMO and LUMO = 8.7685 eV
LUMO level = 0.0027 Ha

Here is what natural (NBO) gives for the atomic charges, in e: -0.6214, -0.4521, 0.1616, -0.1399, -0.0571, 0.1413, 0.3429, 0.3562, 0.1488, 0.1197



Entry from the OMol25 dataset: 3 unconnected molecules or ions with the total composition C4H12O3 at a distorted geometry (wB97M-V/def2-TZVPD).

ORCA input file:
```
! wB97M-V def2-TZVPD RIJCOSX def2/J DEFGRID3
* xyz 0 1
C 1.60 -1.38 0.83
C 1.74 0.16 0.64
C 3.26 0.47 0.67
C 1.07 0.54 -0.62
O 0.02 1.12 -0.67
H 2.27 -1.76 1.60
H 0.56 -1.61 1.05
H 1.89 -1.93 -0.07
H 1.22 0.66 1.46
H 3.53 0.77 1.69
H 3.85 -0.38 0.38
H 3.45 1.40 0.13
H 1.70 0.26 -1.50
O -3.61 -1.60 -0.83
H -3.71 -0.93 -0.13
H -4.49 -1.48 -1.24
O -2.80 0.95 0.05
H -1.86 1.24 0.23
H -2.74 1.33 -0.84
*
```

SMILES = CC(C)C=O.O.O
HOMO = -10.27 eV
Gap between HOMO and LUMO = 11.1768 eV
LUMO level = 0.0332 Ha

Here is what natural (NBO) gives for the atomic charges, in e: -0.5965, -0.3382, -0.6100, 0.4793, -0.5559, 0.2177, 0.2242, 0.2076, 0.2177, 0.2250, 0.2148, 0.2137, 0.1046, -0.9439, 0.4859, 0.4546, -0.9595, 0.4899, 0.4692



no.,E (a.u.)
1,-1384.66678
2,-4399.71690
3,-5400.99167
4,-2014.07895
5,-1344.48495
6,-385.29916